No. 1
Here is a structure of composition C23H57N4O12V in a non-equilibrium geometry from the OMol25 dataset. Energies are from wB97M-V/def2-TZVPD.

Its spin multiplicity is 2. The total charge is -1. The calculation puts the gap between HOMO and LUMO (spin up / spin down) at 4.80 / 6.96 eV. The energy relative to the best compared isomer or geometry (same formula, charge and spin) comes out at 47.13 kJ/mol.

Positions of all 97 atoms, in Å:
O: -16.59 -7.58 4.77
V: -16.78 -8.80 3.79
O: -18.30 -9.37 3.97
O: -15.85 -7.58 0.13
C: -16.09 -7.89 1.35
O: -15.24 -8.03 2.24
O: -17.26 -8.03 1.68
H: -16.75 -7.43 -0.16
C: -12.66 -7.51 7.34
O: -13.29 -8.62 6.65
C: -13.52 -8.49 5.29
C: -14.03 -9.80 4.78
N: -15.46 -10.04 5.12
C: -15.65 -11.49 4.91
C: -15.55 -11.97 3.49
O: -16.55 -11.24 2.83
C: -16.92 -11.85 1.62
H: -12.53 -7.83 8.38
H: -13.31 -6.64 7.45
H: -11.66 -7.26 6.99
H: -12.60 -8.25 4.75
H: -14.19 -7.64 5.10
H: -13.45 -10.52 5.36
H: -13.92 -9.90 3.70
H: -15.46 -9.72 6.08
H: -16.69 -11.63 5.22
H: -15.03 -12.03 5.62
H: -15.71 -13.05 3.52
H: -14.57 -11.79 3.04
H: -17.27 -12.86 1.84
H: -16.02 -12.04 1.03
H: -17.71 -11.39 1.03
C: -18.18 -4.43 4.79
O: -19.11 -3.81 3.89
C: -19.52 -4.81 2.87
C: -19.87 -4.20 1.54
N: -21.23 -3.54 1.46
C: -21.28 -2.85 0.18
C: -22.72 -2.31 0.03
O: -22.77 -1.36 -1.13
C: -24.12 -1.00 -1.46
H: -18.67 -5.23 5.35
H: -17.83 -3.74 5.56
H: -17.23 -4.79 4.40
H: -20.27 -5.48 3.30
H: -18.65 -5.41 2.63
H: -19.72 -4.85 0.68
H: -19.24 -3.31 1.51
H: -21.12 -2.78 2.12
H: -21.10 -3.39 -0.76
H: -20.63 -1.98 0.19
H: -23.17 -1.90 0.93
H: -23.39 -3.15 -0.17
H: -24.06 -0.61 -2.48
H: -24.51 -0.21 -0.82
H: -24.77 -1.87 -1.38
C: -15.57 -5.62 9.48
O: -16.56 -6.59 9.21
C: -16.66 -6.94 7.87
C: -17.62 -8.16 7.70
N: -17.05 -9.47 7.62
C: -16.10 -9.77 8.72
C: -15.52 -11.20 8.67
O: -14.86 -11.60 9.86
C: -15.83 -12.19 10.81
H: -14.59 -6.04 9.28
H: -15.47 -5.28 10.51
H: -15.64 -4.65 8.98
H: -15.70 -7.23 7.44
H: -16.92 -6.01 7.36
H: -18.16 -8.06 6.77
H: -18.33 -8.01 8.52
H: -17.81 -10.13 7.63
H: -16.61 -9.65 9.68
H: -15.35 -8.99 8.87
H: -14.78 -11.14 7.88
H: -16.20 -11.98 8.32
H: -16.68 -11.56 11.05
H: -15.43 -12.51 11.77
H: -16.25 -13.14 10.48
C: -22.26 -5.76 5.39
C: -21.92 -7.15 5.80
C: -21.34 -8.02 4.66
O: -22.07 -7.77 3.44
C: -21.55 -8.49 2.27
N: -20.98 -7.13 6.89
H: -21.40 -5.18 5.06
H: -22.81 -5.22 6.17
H: -22.90 -5.74 4.51
H: -22.88 -7.62 6.04
H: -21.53 -9.06 4.92
H: -20.28 -7.81 4.55
H: -22.15 -8.24 1.39
H: -21.69 -9.55 2.44
H: -20.52 -8.23 2.01
H: -21.08 -6.30 7.47
H: -21.33 -7.87 7.48

***

No. 2
Here is a cluster of 2 separate species, C23H58BN5O7P3S2Si in total from the OMol25 dataset. Energies are from wB97M-V/def2-TZVPD.

The total charge is +1. The calculation puts the gap between HOMO and LUMO at 7.45 eV. The energy relative to the best compared isomer or geometry (same formula, charge and spin) comes out at 0.00 kJ/mol.

Positions of all 100 atoms, in Å:
C: 10.13 1.65 2.76
C: 9.94 1.70 1.24
C: 9.62 3.11 0.74
C: 8.27 3.69 1.17
C: 7.10 2.69 1.16
C: 5.77 3.33 0.79
C: 4.64 2.30 0.63
C: 3.49 2.82 -0.26
C: 2.07 2.59 0.27
N: 1.38 1.37 -0.28
C: 1.91 0.18 0.12
N: 3.05 -0.22 -0.40
S: 3.95 -1.63 -0.07
N: 1.15 -0.50 1.02
P: 1.86 -1.23 2.43
S: 3.07 -0.12 3.42
C: -0.24 0.14 1.04
C: -0.56 0.78 2.41
C: -1.42 0.01 3.42
O: -2.76 0.23 3.10
Si: -4.06 -0.58 3.80
C: -3.55 -2.29 4.36
C: -4.73 0.44 5.21
C: -5.34 -0.71 2.46
P: -1.27 -1.37 0.60
O: -2.73 -1.34 0.43
C: -0.09 1.13 -0.18
B: -0.46 0.50 -1.67
O: 0.58 0.36 -2.55
O: -1.73 0.19 -1.95
C: -2.11 -0.72 -3.01
C: -3.46 -1.32 -2.71
P: -1.23 2.58 -0.11
N: -2.67 2.16 0.11
O: -0.97 3.22 -1.56
O: -0.51 3.58 0.92
H: 11.19 1.72 3.02
H: 9.61 2.46 3.27
H: 9.79 0.70 3.18
H: 10.85 1.37 0.75
H: 9.17 0.99 0.94
H: 9.71 3.15 -0.35
H: 10.41 3.77 1.13
H: 8.37 4.12 2.17
H: 8.01 4.51 0.51
H: 7.01 2.20 2.13
H: 7.31 1.91 0.42
H: 5.48 4.02 1.59
H: 5.89 3.90 -0.13
H: 5.09 1.40 0.20
H: 4.25 2.05 1.62
H: 3.57 2.44 -1.28
H: 3.60 3.90 -0.35
H: 1.45 3.43 -0.03
H: 2.07 2.54 1.36
H: 3.42 0.41 -1.10
H: 4.67 -1.11 0.94
H: 2.39 -2.41 1.94
H: 0.67 -1.63 3.06
H: 0.38 1.09 2.87
H: -1.13 1.69 2.24
H: -1.18 0.40 4.42
H: -1.19 -1.07 3.45
H: -4.44 -2.92 4.37
H: -2.85 -2.75 3.66
H: -3.10 -2.31 5.36
H: -4.88 1.46 4.84
H: -5.71 0.06 5.50
H: -4.08 0.49 6.09
H: -6.21 -1.28 2.78
H: -5.67 0.29 2.15
H: -4.89 -1.17 1.58
H: -0.81 -2.25 1.60
H: -0.51 -1.78 -0.52
H: 0.36 0.60 -3.45
H: -2.14 -0.17 -3.95
H: -1.33 -1.49 -3.11
H: -3.40 -2.15 -2.01
H: -4.14 -0.57 -2.31
H: -3.90 -1.70 -3.64
H: -3.16 2.46 0.95
H: -1.79 3.12 -2.06
H: -1.03 4.37 1.07
C: -5.25 -4.39 -4.53
C: -6.41 -3.47 -4.15
C: -7.79 -4.06 -4.44
O: -8.16 -4.04 -5.80
C: -7.70 -5.13 -6.58
N: -6.21 -2.16 -4.78
H: -5.10 -4.41 -5.61
H: -4.32 -4.04 -4.08
H: -5.43 -5.41 -4.19
H: -6.36 -3.31 -3.06
H: -8.54 -3.44 -3.92
H: -7.87 -5.08 -4.04
H: -7.69 -6.05 -5.99
H: -6.70 -4.95 -6.98
H: -8.40 -5.24 -7.41
H: -6.91 -1.51 -4.44
H: -6.41 -2.27 -5.77

***

no.,M (g mol⁻¹)
1,632.669
2,712.699